# C35H34ClIN2O4SSn

C35H34ClIN2O4SSn as an isolated structure (wB97M-V/def2-TZVPD, OMol25).

Geometry as XYZ:
```
79
Properties=species:S:1:pos:R:3:mulliken_charge:R:1
C -1.01312 2.88947 -3.81260 -0.26
S 1.71023 0.67344 0.32955 0.28
H 4.81336 4.57156 -0.21969 0.42
C 2.73017 -0.40051 -4.24784 -1.13
H -6.28541 1.37863 2.21277 0.51
H -0.24728 -5.28535 -2.46087 0.38
C 2.44091 -0.04417 4.03063 -0.16
C -1.35039 -3.76153 -3.46769 -0.64
H 3.21601 1.22546 -5.55445 0.49
H 2.23015 0.04286 6.15947 0.43
Sn -0.99782 -0.90302 -1.48635 1.34
C 1.99592 -0.61334 2.84040 -0.05
H 1.15332 -3.28434 0.09197 -0.02
O 0.42194 -0.13707 0.12149 -0.29
C -5.36614 0.81736 2.30467 -0.80
C 0.94949 -1.53389 2.88394 0.39
C 3.95340 4.11162 3.01984 -0.72
Cl 2.05860 3.52032 -6.27115 -0.23
C 4.67274 4.55620 1.92063 -0.46
O -1.51787 1.12273 -2.31059 -0.82
C 2.41499 2.96703 1.56207 0.28
C 1.78321 -0.89500 -3.34902 -0.36
H 0.80797 1.68811 2.29314 0.40
C 0.45839 0.98740 -3.59768 0.06
H 3.61590 -0.97749 -4.47068 0.47
H 5.54979 5.17318 2.06139 0.41
H -1.76085 -4.83959 -1.63675 0.31
H 4.26506 4.38529 4.01899 0.41
H 3.57551 0.32384 1.71157 0.60
C -3.41937 0.16964 3.63980 -0.87
H 2.25737 2.98490 3.69899 0.50
H -4.08336 -3.48119 -3.42745 0.37
H -3.92557 -1.72321 -0.48497 0.44
H 2.81330 3.16656 -0.54216 0.48
H 0.42027 -1.63924 6.22778 0.46
H -0.41492 -2.62956 4.12628 0.56
C 3.13919 3.42327 0.45926 -0.16
C -2.96900 -0.60855 2.61350 0.07
C -4.90961 0.05164 1.26791 -0.53
C 1.34533 1.54825 -4.54114 -0.04
C -5.11215 1.65931 4.58917 -0.29
C -3.33664 -1.60527 0.41666 -1.26
H -3.35377 -2.75860 -4.88577 0.38
H -2.53449 -2.30980 0.59421 0.52
H 3.26008 0.66381 4.00993 0.55
H -0.46657 -3.38475 -3.99083 0.20
H -0.39540 4.39378 -5.21486 0.45
H 0.41497 2.58562 0.80495 0.63
H 0.59608 -1.97869 1.96192 0.38
C -4.63314 0.87141 3.50377 0.85
O -0.19171 -3.49915 -1.41301 0.00
H -1.86835 -4.46915 -4.11591 0.50
C 0.84064 -1.33224 5.27945 -0.55
H 2.97634 -1.18832 1.01231 0.59
O -2.19050 -2.64835 -3.15953 0.02
N 0.69319 -0.21598 -3.03584 0.38
C -3.71845 -0.72447 1.40278 1.21
C 2.68431 -0.28506 1.54994 -1.48
H -3.94399 -1.70979 -3.58669 0.25
C 4.26191 4.21527 0.64014 -0.78
H 1.20994 -4.86801 -0.71373 0.40
C 0.55104 -4.08012 -0.34318 -0.73
C -0.90535 -4.45100 -2.19957 -0.51
C 1.01083 2.80311 -5.11988 0.48
C -0.74693 1.65789 -3.19189 0.63
C -0.15086 3.44436 -4.75851 -0.38
H 1.90657 -1.86189 -2.87419 0.59
C 2.50874 0.81665 -4.84581 -0.70
H -5.46608 0.00704 0.34011 0.45
C 2.82924 3.31859 2.84159 -0.37
C 0.37853 -1.89195 4.09564 -0.88
H -2.02945 -1.14022 2.69985 0.16
N -5.49400 2.29220 5.46965 -0.30
C -3.46624 -2.66316 -3.80489 -1.01
H -0.11175 -4.50224 0.41718 0.31
C 1.20888 2.08353 1.36071 -0.95
I -2.75628 3.87951 -3.25241 0.08
C 1.86657 -0.39960 5.24161 -0.89
H -2.85759 0.25401 4.55998 0.57
```

Its highest occupied orbital energy is -12.11 eV. The total energy is -85290.6835 eV. The energy above the lowest of the compared OMol25 structures with the same formula, charge and spin is 1.142 eV. Its net charge is +2.

# C35H34CoN5O5

C35H34CoN5O5 as an isolated structure (wB97M-V/def2-TZVPD, OMol25).

Geometry as XYZ:
```
80
Properties=species:S:1:pos:R:3:mulliken_charge:R:1
H 4.07508 4.49327 0.15680 0.38
N -0.52592 -2.85211 -2.07660 0.34
H 2.08467 3.74948 3.29498 0.26
O -2.59635 1.72890 -4.11673 -0.79
C 1.16121 -2.50501 -0.49080 0.49
C 2.37604 1.65862 1.26318 -0.25
H -3.93711 -2.14390 2.59487 0.45
H -6.34472 -3.32668 -0.95736 0.42
H 3.55275 -1.76170 -0.67049 0.17
H 1.84830 0.89386 -1.99348 0.65
C 2.05715 1.42997 -1.11653 -1.35
C 0.52656 -4.81323 -1.58453 -1.21
H 4.79293 -1.37390 2.15853 0.34
C 1.87232 4.23934 1.26908 -0.90
C -0.97301 -0.65515 3.07386 -1.13
O -1.52210 -0.00716 -3.14393 -0.67
H -0.83841 3.42503 -2.32806 0.48
H 0.40398 1.79205 2.62182 0.49
H 1.30294 -5.44316 -1.21165 0.51
C 3.93300 3.41072 0.27274 -1.10
C -2.19833 1.83276 -1.81867 2.15
C -2.53290 -1.77084 4.90098 0.43
C 2.50772 3.02788 0.56530 3.17
C 2.48319 0.62625 0.11770 1.25
N -1.30898 -1.15214 0.71096 1.16
O -1.23889 1.28121 -0.90801 0.26
C -2.49757 -1.64989 1.04684 0.71
C -3.36403 -2.10126 -0.15819 0.51
H 2.10417 5.13252 0.64692 0.53
H -1.97116 -3.72243 -3.37058 0.52
N 1.55081 -0.47637 0.48724 2.16
C -3.59377 1.68935 -1.28806 -1.69
H -4.33906 2.03479 -2.03910 0.39
C -2.96266 -1.71860 2.40753 -1.35
C 0.66795 0.05760 1.42555 0.17
H 5.23767 -1.41784 -0.29306 0.70
C 3.94588 0.16023 -0.02921 -0.42
O -3.68720 -2.29975 4.97240 -0.74
C -1.86176 3.30938 -1.98947 -1.92
C -5.37545 -2.87582 -1.09416 -0.58
C 4.94011 1.07107 -0.04564 -0.90
H 2.29632 5.58527 2.90369 0.42
C 4.23752 -1.28750 0.05769 -0.73
H -5.66092 -2.22412 -3.15436 0.53
H -2.55794 3.87370 -2.68089 0.28
H 1.77746 3.53585 -1.48283 0.70
C -2.11855 1.11480 -3.13419 0.01
Co -0.99146 -0.87631 -1.37163 0.58
C -0.63684 -0.57867 1.72845 0.34
H -1.84406 3.91028 -1.02929 0.41
C -2.18906 -1.23981 3.46496 -0.83
H -0.24029 -0.31290 3.77397 0.72
H 3.54382 4.33737 2.58032 0.35
H -3.37078 -1.27942 -3.28510 0.47
N -2.90665 -1.65344 -1.29466 1.04
H -0.58703 1.90545 -0.62927 -0.40
H 3.13533 -1.81302 1.94993 0.22
N 1.03118 -1.21796 -0.57128 -0.71
H -4.72262 -3.29168 0.92663 0.65
C 2.47097 4.53803 2.61848 -1.30
C -4.50611 -2.83991 0.00242 -1.09
H -3.80568 0.64492 -1.19776 0.17
H 0.77917 4.11066 1.35339 0.29
C -0.50771 -5.05334 -2.49049 -0.72
H 4.39801 -2.92026 1.27019 0.33
C -3.70197 -1.84401 -2.35404 -0.53
C 4.91125 2.54492 0.04132 -0.77
H -0.81399 -6.02881 -2.90942 0.37
H 3.11168 1.54927 2.04736 0.38
C -5.01120 -2.29378 -2.31627 -1.04
C 0.99988 1.26640 1.86206 -1.79
C 4.10458 -1.86429 1.43231 -1.08
H 1.73965 -2.93273 0.33685 0.41
H 5.89585 2.96490 -0.18039 0.35
C 2.05640 2.74063 -0.81739 -2.18
C -1.16370 -3.83832 -2.70126 -0.50
H -3.67105 2.19267 -0.30649 0.38
C 0.44365 -3.40319 -1.34534 -0.60
O -1.61114 -1.70812 5.70166 -0.68
H 5.93092 0.70912 -0.06231 0.47
```

Its highest occupied orbital energy (alpha / beta) is -5.46 / -5.52 eV. The total energy is -92162.8007 eV. The energy above the lowest of the compared OMol25 structures with the same formula, charge and spin is 1.185 eV. Its net charge is -1. As for the spin multiplicity: 4.

# C35H34CoN8O

C35H34CoN8O as an isolated structure (wB97M-V/def2-TZVPD, OMol25).

Geometry as XYZ:
```
79
Properties=species:S:1:pos:R:3:mulliken_charge:R:1
H 2.22347 -2.18861 -2.74747 0.47
C -3.57885 1.88596 2.40630 -0.50
C -3.48672 -2.01154 -0.64825 -0.84
H -1.80859 1.58613 -4.58828 0.50
H -1.69599 1.33963 -2.11599 0.45
H 4.78086 3.43023 -1.05838 0.56
N -2.63656 2.75923 1.77872 0.82
H 0.90975 -3.58042 -1.61158 0.46
C 2.69173 -2.15958 2.67752 -1.11
C -1.03049 0.98904 -4.13291 -0.89
C -3.09242 -3.19910 -1.24455 -0.60
H -2.75006 -0.21277 0.30052 0.16
C 5.12700 1.65291 0.97185 -0.34
C -0.73469 3.61043 0.99514 -0.76
C -3.75654 4.80164 2.63478 -0.96
N -0.03020 0.12476 -2.14690 0.36
C 0.87408 -0.52597 -2.88326 1.00
C 1.93753 -1.31923 -2.14782 -1.58
C -3.53284 1.70514 3.78152 0.15
H 3.36464 -1.13127 -0.04964 0.47
C -5.40601 0.20482 3.61807 -0.54
C 3.91902 1.95443 0.24564 0.09
C -1.46899 2.40937 1.14599 -0.10
H 2.62652 -2.33055 4.81559 0.46
H -0.15638 6.26314 1.32536 0.37
N 1.49824 -1.69915 -0.80748 0.70
H 0.24830 3.70945 0.56554 0.44
C 3.88643 2.88484 -0.78588 -0.35
C -0.82378 -2.58513 -0.83200 1.27
H -6.12994 -0.44349 4.09453 0.46
C -4.53068 1.24325 1.63203 -0.21
H 0.82244 -3.43444 0.13451 0.50
C -4.45293 0.86171 4.38733 -0.86
N 1.61659 1.42104 -0.10041 1.27
H -4.53219 -1.75274 -0.54798 0.55
O -1.22578 1.20445 0.84903 -0.23
C -0.97238 0.85388 -2.76255 -0.57
C -2.51427 -1.15154 -0.17735 -0.21
C -5.44461 0.39510 2.24342 -0.71
H 2.59645 3.83219 -2.22428 0.53
H -6.20210 -0.10018 1.64893 0.48
H -3.68629 4.84983 3.71998 0.32
H -4.56993 1.43105 0.56478 0.49
H 0.63468 2.48007 -1.57600 0.71
C 2.58469 -1.86521 0.15882 -1.24
N -2.61292 4.11148 2.05400 -0.03
C 2.68300 3.09556 -1.43738 -1.28
Co 0.16434 -0.02357 -0.05374 0.57
C 2.04760 -1.65247 1.56348 0.82
N 6.09265 1.37677 1.52950 -0.43
H -4.42300 0.71567 5.45931 0.45
H -3.79444 5.80912 2.23110 0.40
C -0.07352 0.33761 -4.90041 -0.55
H -0.07754 0.42746 -5.97930 0.45
C 2.13891 -1.94184 3.93039 -0.52
N -1.20937 -1.43164 -0.27369 0.99
H 1.63488 -0.97093 -4.83577 0.54
H -0.53072 -0.14631 2.89585 0.32
H 2.75519 0.57982 1.40283 0.96
N 0.92332 -0.93133 1.66925 0.70
C 0.38186 -0.73071 2.87867 -0.40
H -1.28235 6.44967 2.67556 0.39
H -1.39925 -4.42048 -1.77030 0.54
C 0.64491 -2.89744 -0.80026 -1.57
H 0.47812 -1.06419 4.99008 0.51
H -1.84674 6.66084 1.01618 0.38
C 1.58198 2.34172 -1.07693 -0.50
C 0.95249 -1.23113 4.03289 -0.90
H -2.78348 2.22424 4.36870 0.58
C 2.76086 1.26276 0.56574 -0.54
C 0.88369 -0.43568 -4.26727 -0.90
H -4.67072 4.28203 2.36282 0.36
H 2.82708 -0.69023 -2.06061 0.38
C -1.74106 -3.49174 -1.33072 -1.21
C -1.17637 6.08138 1.65466 -1.80
H 3.61516 -2.71386 2.56257 0.55
H 3.05436 -2.84988 0.08427 0.53
H -3.82685 -3.89149 -1.63679 0.45
C -1.47868 4.62457 1.56413 0.31
```

Its highest occupied orbital energy (alpha / beta) is -13.41 / -13.35 eV. The total energy is -88431.1575 eV. The energy above the lowest of the compared OMol25 structures with the same formula, charge and spin is 0.430 eV. Its net charge is +2. As for the spin multiplicity: 2.

no.,largest force on an atom (eV/A)
1,2.5
2,3.9
3,0.8